Record 1
Here is a cluster of 13 separate species, C23H72N14O13 in total in a non-equilibrium geometry from OMol25. Energies are from the ωB97M-V functional and the def2-TZVPD basis.

Geometry as XYZ:
```
122
Properties=species:S:1:pos:R:3:forces:R:3:mulliken_charge:R:1
C 0.75568 1.26175 -2.89551 0.5 -0.1 0.7 -0.25
O 1.50368 0.08975 -2.62851 0.5 -0.3 -0.6 -0.62
H 1.41768 2.05775 -3.36651 -0.8 -0.9 0.5 0.33
H 0.36568 1.57875 -1.92251 -0.2 0.7 -0.5 -0.03
H -0.08032 0.97775 -3.52051 -0.2 0.5 -0.4 0.31
H 1.26368 -0.27925 -1.76251 0.5 0.5 -0.6 0.20
C -0.05332 -0.47625 -0.06451 2.8 3.4 5.7 -1.47
O 0.46968 0.28975 1.05249 -2.9 -3.8 -5.7 2.31
N -1.21532 -0.27425 -0.65051 -0.8 2.7 0.7 1.78
N 0.54368 -1.56625 -0.53951 2.2 0.5 -0.2 1.84
H -1.72432 0.57675 -0.43951 0.4 0.0 0.2 -1.75
H -1.42732 -0.54325 -1.59751 0.3 -0.2 -1.0 0.81
H 1.38468 -1.98325 -0.11351 -0.4 0.5 -0.1 -0.94
H 0.13868 -2.07725 -1.32251 0.4 0.6 -0.2 -0.83
C 3.07068 1.58975 -0.15251 0.5 -4.5 -1.0 -0.19
O 3.03468 0.26575 -0.25551 0.3 5.3 0.7 -0.75
N 2.96668 2.23475 0.97349 0.2 0.6 1.9 -0.35
N 3.19168 2.37475 -1.22051 1.0 1.9 -4.0 -0.49
H 2.88768 1.56275 1.75049 0.2 0.7 -0.1 0.25
H 2.85368 3.26775 1.08749 1.0 -1.6 -0.4 0.45
H 3.32168 1.91675 -2.10851 -0.2 -0.6 0.1 0.26
H 3.41568 3.39875 -1.39751 -0.2 -1.9 1.7 0.33
C -1.94832 3.71275 -2.24751 -4.5 -6.5 2.4 -0.31
O -2.30132 2.40975 -2.24551 2.0 4.5 -1.2 -0.46
N -2.57532 4.53675 -1.46351 -2.6 0.3 2.6 -0.36
N -0.89432 4.24775 -2.78951 3.1 3.4 -6.7 -0.39
H -3.24832 4.03775 -0.77351 1.2 1.4 -1.8 0.38
H -2.04732 5.30975 -1.05151 0.1 -0.1 0.0 0.38
H -0.46732 3.73275 -3.58251 -0.5 0.1 0.9 0.32
H -0.97832 5.28775 -3.14451 0.0 -2.7 1.4 0.31
C 3.31368 -3.25525 -0.12351 3.9 -6.7 -2.4 -0.22
O 3.71068 -4.51825 -0.34251 -1.7 4.4 0.7 -0.89
N 3.62868 -2.26825 -0.86451 2.7 2.5 -4.9 0.12
N 2.57068 -2.90825 0.85449 -3.6 -0.7 6.8 -0.34
H 4.24668 -2.44625 -1.68351 -0.8 0.0 1.2 0.33
H 3.40368 -1.27025 -0.73751 0.0 -0.5 0.4 0.30
H 2.40668 -3.67225 1.55349 0.0 0.7 -1.3 0.36
H 2.66768 -2.03725 1.41849 0.2 -0.3 -1.4 0.32
C 0.36668 4.49375 0.20449 -5.6 5.4 -2.7 0.41
O -0.61032 5.50575 0.26249 4.6 -4.4 -0.3 -0.89
N 0.74568 3.91275 -0.88651 0.3 -0.7 -3.9 -0.07
N 0.99168 4.01175 1.18549 2.0 -2.0 6.2 -0.29
H 0.08268 4.11675 -1.68851 1.8 -0.5 0.8 0.39
H 1.55768 3.23775 -0.95751 -1.9 1.2 0.2 -0.05
H 0.56668 4.31075 2.03949 0.1 0.2 0.5 0.08
H 1.34168 3.01575 1.16149 -1.5 1.7 -0.2 0.36
C 3.41568 -0.29825 3.20649 8.5 2.8 1.0 0.19
O 4.75368 -0.18425 3.34449 -6.0 -0.8 -0.6 -0.81
N 2.66868 0.77175 3.13849 -1.6 4.0 1.0 -0.14
N 2.72668 -1.34525 3.08949 -0.3 -7.1 -0.3 -0.37
H 3.11968 1.58375 3.54049 -0.3 0.0 0.0 0.29
H 1.66468 0.81975 2.91549 0.7 -0.6 0.3 -0.45
H 3.28968 -2.22725 3.14149 -0.9 1.2 0.3 0.35
H 1.74768 -1.39425 3.33049 -0.1 0.1 0.2 0.10
C -2.22232 -3.61625 -0.35651 -4.6 -8.2 -1.9 0.10
O -2.85332 -4.81325 -0.60551 1.9 5.5 1.2 -0.83
N -2.73832 -2.44525 -0.23451 -3.7 3.1 0.2 0.12
N -0.97032 -3.58625 -0.30651 7.9 0.9 1.1 0.41
H -3.72432 -2.44225 -0.42851 -0.2 0.4 0.0 0.26
H -2.18232 -1.58825 -0.40551 -1.0 -1.2 0.5 0.19
H -0.40232 -4.40625 -0.34351 -0.2 -0.9 -0.1 0.10
H -0.34932 -2.70725 -0.07351 -2.7 -3.0 0.2 -0.13
C -1.67432 -0.35725 3.59749 -0.5 -2.3 0.5 -1.09
C -0.83332 -1.61925 3.89449 -7.6 -2.9 -6.4 0.17
C -0.42132 -2.38625 2.61749 -0.9 -1.9 0.5 0.13
O 0.23068 -1.42925 4.48349 8.4 3.7 6.6 -0.61
H -2.47132 -0.08225 4.27249 0.4 0.2 1.1 0.38
H -2.26332 -0.58625 2.76749 -0.8 -0.4 -1.9 -0.01
H -1.02732 0.38675 3.31449 1.3 2.1 -0.5 0.06
H -1.45932 -2.30625 4.41949 -1.0 -0.8 0.6 0.48
H 0.10668 -3.39625 2.72249 -0.8 1.3 0.7 0.34
H 0.18168 -1.86225 1.93949 0.8 1.3 -0.6 -1.02
H -1.33132 -2.60925 2.11949 -0.8 -0.4 -0.8 0.58
H 0.00668 -0.73825 5.13149 1.2 -0.3 0.4 0.44
C -0.17432 2.79375 3.82949 -0.8 0.2 -2.5 -1.23
C -0.00432 4.27575 4.10849 2.9 -4.7 7.0 0.19
C 1.47868 4.53775 4.41649 1.2 0.2 0.9 -1.22
O -0.47732 5.08975 3.26849 -2.4 5.3 -4.9 -0.41
H -0.02332 2.15575 4.63449 0.3 -0.6 2.1 0.78
H 0.53268 2.39775 3.09849 -0.2 0.3 -0.4 0.08
H -1.17732 2.55075 3.47149 0.1 0.3 -0.1 0.30
H -0.56032 4.38675 5.07049 0.4 0.0 0.1 0.33
H 1.63768 5.33175 5.18449 -0.2 -0.4 -0.6 0.42
H 2.13968 4.78075 3.57149 -0.7 0.2 -0.3 0.29
H 1.97268 3.64375 4.79649 -0.2 -0.1 0.5 0.32
H -0.11832 5.97575 3.49849 -0.7 -0.6 -0.7 0.36
C 2.24868 -5.13725 -3.22451 1.7 -0.3 0.3 -1.76
C 1.11968 -5.16825 -2.25051 -1.1 2.4 -7.0 1.53
C -0.05832 -5.81125 -2.93351 -0.6 0.5 0.3 -1.58
O 1.41068 -5.73125 -1.18151 2.5 -4.7 8.0 -0.68
H 3.11768 -4.56725 -2.90051 0.1 -0.2 0.4 0.24
H 1.91868 -4.64325 -4.05951 -0.8 1.3 -2.4 0.51
H 2.58168 -6.11425 -3.56651 0.0 -0.3 0.3 0.39
H 0.94668 -4.15025 -1.96651 -1.0 1.8 -0.9 -0.08
H 0.07468 -6.84925 -3.21751 0.5 -0.3 0.5 0.50
H -0.19832 -5.32325 -3.88851 -0.7 0.4 0.0 0.28
H -0.87232 -5.72425 -2.21151 -0.6 -0.1 -0.6 0.27
H 2.30368 -5.39225 -0.96151 0.1 -0.5 1.0 0.52
C -4.04332 0.83375 0.17349 0.7 -1.4 1.4 -1.15
C -3.78932 2.22075 0.76449 5.0 -6.0 4.9 0.52
C -2.23632 2.41475 0.97349 -1.3 -0.5 1.6 0.14
O -4.24332 3.14475 0.04449 -4.9 5.4 -4.1 -0.58
H -3.68132 0.71175 -0.81451 0.0 0.6 -1.4 0.30
H -5.07132 0.46975 0.21249 -0.1 0.2 0.1 0.52
H -3.40232 0.09375 0.69849 -0.8 0.3 0.3 -0.14
H -4.34132 2.30675 1.70849 0.7 -0.7 0.8 0.60
H -1.96132 3.33075 1.47449 -0.3 0.7 -0.2 1.06
H -1.71032 2.35075 0.06849 0.5 0.3 -1.6 -1.55
H -1.76532 1.65875 1.59149 -0.4 -0.5 0.2 -0.45
H -5.19032 2.98975 0.21249 0.0 1.4 -1.3 0.47
C -0.76932 -2.57025 -3.63951 -0.4 0.8 0.7 -1.39
C -1.47232 -1.31425 -4.07251 2.4 -5.1 -8.6 0.94
C -2.54632 -1.62125 -5.13451 1.7 -2.4 -1.5 -1.82
O -2.00332 -0.64325 -3.17051 -3.4 4.6 7.1 -0.55
H -0.36632 -3.13925 -4.46851 -0.4 -0.3 0.1 0.48
H -1.28232 -3.05325 -2.83051 -1.1 -1.2 -0.4 0.43
H 0.05268 -2.25225 -3.07651 2.1 0.7 0.4 0.01
H -0.73632 -0.76525 -4.64951 0.8 0.5 -0.2 -0.07
H -2.75932 -0.79425 -5.79451 -0.5 0.4 0.1 0.49
H -3.36832 -2.14425 -4.71751 -1.3 0.2 0.8 0.42
H -2.19432 -2.46025 -5.80751 0.1 1.1 0.3 0.38
H -2.54132 0.04075 -3.56951 -0.3 0.7 0.5 0.36
```
Positions in Å, forces in eV/Å.

Properties
* 2S+1: 1
* LUMO: 0.03 eV
* ΔE to the lowest compared entry with this formula, charge and spin: 196.9 kcal/mol
* orbital gap: 8.478 eV
* maximum force: 11.288 eV Å⁻¹
* molecular weight: 752.9 g/mol
* HOMO level: -8.45 eV

Record 2
Here is a structure of composition H8LiO4 in a non-equilibrium geometry from OMol25. Energies are from the ωB97M-V functional and the def2-TZVPD basis.

Geometry as XYZ:
```
13
Properties=species:S:1:pos:R:3:forces:R:3:mulliken_charge:R:1
Li -0.05146 0.04585 0.00115 0.0 0.3 0.2 0.95
O -1.39646 1.59285 0.03615 -3.2 1.9 2.9 -0.70
H -2.13246 2.08885 0.70015 3.4 -2.0 -2.3 0.36
H -2.02646 1.38685 -0.65485 -0.1 -0.2 -0.8 0.36
O 1.36954 0.52485 -1.44485 -3.5 5.0 -0.8 -0.56
H 2.03754 -0.03915 -1.45785 4.7 -4.5 0.2 0.29
H 1.79854 1.26785 -1.95885 -1.3 -0.7 0.9 0.30
O 0.65954 -0.27015 1.98115 0.3 1.9 -3.5 -0.58
H 0.90054 0.47385 2.50615 0.3 0.6 0.9 0.31
H 0.44154 -0.98615 2.49215 -0.7 -2.5 2.3 0.29
O -0.76246 -1.73515 -0.78785 2.0 3.3 -3.9 -0.69
H 0.02454 -2.04515 -1.30185 -1.1 0.2 0.5 0.37
H -0.86246 -2.30515 -0.11085 -0.7 -3.4 3.5 0.32
```
Positions in Å, forces in eV/Å.

Properties
* 2S+1: 1
* LUMO: -3.48 eV
* ΔE to the lowest compared entry with this formula, charge and spin: 30.5 kcal/mol
* orbital gap: 12.831 eV
* maximum force: 6.533 eV Å⁻¹
* molecular weight: 79.0 g/mol
* HOMO level: -16.31 eV
* charge: +1